#P
Here is a single C4H7N3S molecule from the Open Molecules 2025 dataset. Energies are from ωB97M-V with the def2-TZVPD basis set.

```
15
Properties=species:S:1:pos:R:3:nbo_charge:R:1
C 1.312 0.362 -0.108 0.029
N -0.021 -1.348 -0.119 -0.374
N 2.439 1.223 -0.049 -0.817
N -0.805 -0.245 0.122 -0.210
H -2.376 -0.931 -1.008 0.217
S -0.744 2.468 -0.070 -0.306
H 2.095 -1.741 -0.318 0.238
H -0.237 -2.262 0.370 0.400
H -2.827 -0.860 0.848 0.217
C -2.281 -0.358 -0.039 -0.453
C -0.037 0.903 -0.006 0.066
H 2.000 2.162 0.034 0.401
H 3.078 0.965 0.640 0.375
H -2.885 0.647 -0.189 0.278
C 1.288 -0.986 -0.108 -0.061
```

Values from the calculation:
- Highest occupied orbital energy: -7.5 eV
- LUMO energy: 0.57 eV
- SMILES: Cn1[nH]cc(N)c1=S

---

#Q
Here is a molecular structure, C4H7N3S from the Open Molecules 2025 dataset. Energies are from ωB97M-V with the def2-TZVPD basis set.

```
15
Properties=species:S:1:pos:R:3:nbo_charge:R:1
H 1.546 -1.117 -0.739 0.335
N -1.198 1.553 0.118 -0.430
S -2.549 -0.705 -0.009 0.215
C -2.323 1.049 0.389 -0.038
H 0.824 0.725 1.406 0.202
C 1.021 0.436 0.392 -0.298
N 0.089 -1.679 0.269 -0.496
C -0.150 0.749 -0.439 -0.036
H 0.162 0.837 -1.448 0.206
H -0.243 -1.565 1.271 0.343
N 1.341 -0.942 0.261 -0.409
C -0.891 -1.095 -0.499 -0.264
H 1.904 0.983 0.038 0.224
H -0.886 -1.558 -1.499 0.205
H -2.912 1.793 0.997 0.241
```

Values from the calculation:
- Highest occupied orbital energy: -8.7 eV
- LUMO energy: 0.85 eV

---

Short version: #P, #Q, most stable first.

---

#P
Here is a single C4H7N3S molecule from the Open Molecules 2025 dataset. Energies are from ωB97M-V with the def2-TZVPD basis set.

```
15
Properties=species:S:1:pos:R:3:nbo_charge:R:1
H -1.300 1.552 0.510 0.407
H 2.725 1.528 -0.460 0.235
C 0.384 -1.141 0.677 -0.598
S 1.756 -0.801 -0.363 0.273
C 1.812 0.988 -0.260 -0.465
N -2.865 0.163 -0.399 -0.693
C 0.681 1.638 0.227 -0.024
H 0.618 2.687 0.416 0.211
H 0.137 -2.143 0.474 0.254
H 0.700 -0.981 1.720 0.228
N -0.499 1.019 0.328 -0.611
H -3.675 -0.362 -0.523 0.366
H -2.629 0.703 -1.236 0.350
N -1.946 -0.791 -0.014 -0.308
C -0.793 -0.302 0.273 0.376
```

Values from the calculation:
- Highest occupied orbital energy: -7.4 eV
- LUMO energy: 0.87 eV
- SMILES: N/N=C1/CSC=CN1

---

#Q
Here is a single C4H7N3S molecule from the Open Molecules 2025 dataset. Energies are from ωB97M-V with the def2-TZVPD basis set.

```
15
Properties=species:S:1:pos:R:3:nbo_charge:R:1
C -0.152 0.552 -0.386 0.424
C -2.211 -0.410 -0.207 -0.244
H -0.065 -1.075 -1.847 0.438
N 1.533 -1.254 -0.400 -0.238
H -1.989 1.711 0.215 0.247
N 0.347 -0.617 -0.830 -0.480
H 1.593 1.490 -0.611 0.390
H 1.735 -0.269 1.685 0.207
H 0.484 2.248 0.489 0.394
S -3.871 -0.532 0.205 -0.168
N 0.823 1.371 0.153 -0.801
C 2.066 -0.976 0.815 -0.153
H 2.913 -1.704 1.106 0.201
C -1.529 0.786 -0.237 -0.418
H -1.676 -1.320 -0.149 0.199
```

Values from the calculation:
- Highest occupied orbital energy: -7.8 eV
- LUMO energy: -0.50 eV
- SMILES: C=NN/C(N)=C\C=S

---

#R
Here is a single C4H7N3S molecule from the Open Molecules 2025 dataset. Energies are from ωB97M-V with the def2-TZVPD basis set.

```
15
Properties=species:S:1:pos:R:3:nbo_charge:R:1
H -3.129 -0.250 0.066 0.378
N -2.403 0.433 0.081 -0.821
H 0.035 2.576 1.232 0.112
N 2.407 0.392 0.082 -0.815
S 0.023 2.324 -0.076 0.210
N 0.008 0.639 0.000 -0.525
H 1.361 -2.339 -0.014 0.218
H -2.586 1.101 -0.664 0.373
C 1.127 -0.174 -0.017 0.294
C -1.135 -0.166 -0.018 0.299
C -0.734 -1.468 -0.016 -0.343
C 0.715 -1.479 -0.018 -0.348
H 3.089 -0.325 0.047 0.376
H 2.606 1.064 -0.656 0.374
H -1.383 -2.328 -0.030 0.218
```

Values from the calculation:
- Highest occupied orbital energy: -7.0 eV
- LUMO energy: 0.72 eV
- SMILES: Nc1ccc(N)n1S

---

#S
Here is a single C4H7N3S molecule from the Open Molecules 2025 dataset. Energies are from ωB97M-V with the def2-TZVPD basis set.

```
15
Properties=species:S:1:pos:R:3:nbo_charge:R:1
N -1.005 -1.452 -0.102 -0.531
H 0.580 2.494 -0.178 0.372
H -3.000 -1.380 -0.866 0.205
C -2.133 -0.755 -0.567 0.175
H 1.731 -1.746 0.808 0.224
N -0.311 2.070 0.177 -0.827
C -0.025 -0.515 0.193 0.028
H 1.791 -0.205 1.475 0.235
H 2.613 1.079 -0.316 0.112
N -1.889 0.496 -0.462 -0.483
C -0.658 0.699 -0.002 0.259
H -0.730 -2.428 -0.005 0.415
S 2.617 -0.227 -0.638 -0.056
H -1.006 2.626 -0.193 0.379
C 1.424 -0.758 0.676 -0.506
```

Values from the calculation:
- Highest occupied orbital energy: -7.8 eV
- LUMO energy: 0.77 eV
- SMILES: Nc1nc[nH]c1CS

---

Short version: #R, #S, #P, #Q, most stable first.

---

#P
Here is 2 unconnected molecules or ions with the total composition C3H10NS from the Open Molecules 2025 dataset. Energies are from ωB97M-V with the def2-TZVPD basis set.

```
15
Properties=species:S:1:pos:R:3:nbo_charge:R:1
H 0.202 1.665 -1.554 0.447
H 0.027 -2.596 2.142 0.222
H 0.360 -0.204 3.013 0.228
C 1.116 1.507 -3.296 0.163
H -1.484 -2.006 1.301 0.215
H 1.141 1.002 -4.255 0.236
H 1.779 2.336 -3.120 0.240
H -0.053 1.101 0.463 0.085
H -1.183 0.212 2.163 0.218
H -0.341 0.315 -2.504 0.462
C -0.332 -0.453 2.214 -0.432
N 0.285 1.127 -2.422 -0.563
H -1.378 -2.102 3.044 0.233
C -0.806 -1.894 2.143 -0.627
S 0.668 -0.012 0.668 -0.126
```

Values from the calculation:
- Highest occupied orbital energy: -12.7 eV
- LUMO energy: -5.64 eV
- Charge: +1

---

#Q
Here is 2 unconnected molecules or ions with the total composition C3H10NS from the Open Molecules 2025 dataset. Energies are from ωB97M-V with the def2-TZVPD basis set.

```
15
Properties=species:S:1:pos:R:3:nbo_charge:R:1
H 0.462 -2.204 -0.284 0.214
N -1.229 1.580 -0.703 -0.592
H -0.418 -1.667 1.210 0.212
H -3.084 2.085 -1.114 0.235
H 2.567 -1.086 1.062 0.242
H -2.562 0.284 -1.649 0.241
H 0.924 -2.667 1.417 0.246
H -0.430 0.970 -0.529 0.414
S 1.465 0.343 -0.706 -0.055
C 0.500 -1.840 0.783 -0.636
C 1.538 -0.711 0.843 -0.488
H 1.308 -0.164 1.754 0.221
H -0.942 2.554 -0.644 0.434
C -2.374 1.248 -1.234 0.150
H 2.273 1.276 -0.205 0.162
```

Values from the calculation:
- Highest occupied orbital energy: -13.5 eV
- LUMO energy: -5.58 eV
- Charge: +1

---

Short version: #P, #Q, most stable first.

---

#P
Here is a gas-phase ion, C3H10NS (charge +1) from the Open Molecules 2025 dataset. Energies are from ωB97M-V with the def2-TZVPD basis set.

```
15
Properties=species:S:1:pos:R:3:nbo_charge:R:1
H -1.747 -1.165 1.263 0.264
H 1.086 -1.445 0.453 0.239
H 2.098 1.153 1.453 0.394
H 0.091 -0.371 -2.250 0.246
H 1.567 -0.110 2.323 0.388
C -1.749 -0.871 0.222 -0.733
S -0.465 0.405 -0.032 0.690
H 1.756 -0.171 -0.617 0.228
N 1.937 0.158 1.417 -0.780
H -0.039 1.408 -2.175 0.266
H -1.516 0.324 -2.163 0.260
C -0.482 0.470 -1.864 -0.729
H -1.586 -1.664 -0.509 0.247
H -2.696 -0.433 -0.098 0.265
C 1.272 -0.384 0.329 -0.245
```

Values from the calculation:
- Highest occupied orbital energy: -14.4 eV
- LUMO energy: -3.12 eV
- Charge: +1

---

#Q
Here is a gas-phase ion, C3H10NS (charge +1) from the Open Molecules 2025 dataset. Energies are from ωB97M-V with the def2-TZVPD basis set.

```
15
Properties=species:S:1:pos:R:3:nbo_charge:R:1
C -0.706 1.252 0.850 -0.649
H 1.336 -1.379 0.801 0.457
C -0.173 -0.141 -1.209 -0.547
H 0.615 0.511 -1.587 0.227
H -0.770 1.255 1.935 0.235
H -1.715 1.454 0.498 0.261
S 0.268 -1.828 -1.748 -0.048
H 1.246 -0.036 1.811 0.446
H -0.071 2.073 0.505 0.229
H -1.123 0.194 -1.605 0.269
N 1.162 -0.372 0.850 -0.684
H -0.860 -2.139 -2.397 0.174
C -0.239 -0.073 0.304 -0.044
H -0.842 -0.894 0.684 0.233
H 1.872 0.122 0.307 0.438
```

Values from the calculation:
- Highest occupied orbital energy: -13.5 eV
- LUMO energy: -3.62 eV
- SMILES: C[C@H]([NH3+])CS
- Charge: +1

---

Short version: #Q, #P, most stable first.

---

#P
Here is a gas-phase ion, C3H10NS (charge +1) from the Open Molecules 2025 dataset. Energies are from ωB97M-V with the def2-TZVPD basis set.

```
15
Properties=species:S:1:pos:R:3:nbo_charge:R:1
H 0.199 -1.040 2.091 0.235
H -2.306 -0.416 0.967 0.399
H 0.252 -1.454 -1.415 0.250
H -0.522 -1.684 0.615 0.240
H -1.738 0.504 2.182 0.413
S 1.024 0.187 0.233 0.817
H 0.911 2.014 -1.243 0.278
C -0.325 -0.775 1.172 -0.276
C 1.127 -0.815 -1.255 -0.815
N -1.474 0.011 1.332 -0.842
C 0.271 1.596 -0.466 -0.798
H 1.219 -0.341 -2.238 0.281
H 0.102 2.392 0.254 0.276
H -0.686 1.348 -0.923 0.264
H 1.947 -1.529 -1.308 0.277
```

Values from the calculation:
- Highest occupied orbital energy: -14.4 eV
- LUMO energy: -3.19 eV
- Charge: +1

---

#Q
Here is a gas-phase ion, C3H10NS (charge +1) from the Open Molecules 2025 dataset. Energies are from ωB97M-V with the def2-TZVPD basis set.

```
15
Properties=species:S:1:pos:R:3:nbo_charge:R:1
H -0.390 -2.113 0.930 0.104
H -1.552 1.494 0.761 0.220
H 1.863 -0.567 -1.566 0.235
C 0.196 0.037 0.690 -0.206
H 0.974 0.754 0.773 0.231
H -1.749 0.052 1.783 0.219
H 1.383 1.086 -1.596 0.230
C -1.122 0.827 1.515 -0.588
H 0.658 -0.042 -2.816 0.243
H -0.806 1.075 2.525 0.265
H -0.988 0.287 -1.077 0.452
S 0.743 -1.555 1.350 0.087
N -0.079 -0.173 -0.773 -0.552
H -0.233 -1.232 -0.787 0.450
C 1.102 0.072 -1.710 -0.391
```

Values from the calculation:
- Highest occupied orbital energy: -14.1 eV
- LUMO energy: -3.52 eV
- SMILES: C[NH2+][C@@H](C)S
- Charge: +1

---

Short version: #P, #Q, most stable first.

---

#P
Here is a single C3H4FNS molecule from the Open Molecules 2025 dataset. Energies are from ωB97M-V with the def2-TZVPD basis set.

```
10
Properties=species:S:1:pos:R:3:nbo_charge:R:1
S 1.550 0.607 -0.457 0.253
C -0.328 -1.003 -0.081 -0.139
N -0.976 0.112 0.259 -0.074
H 1.506 -1.885 -0.787 0.257
C 0.007 1.152 0.487 -0.334
H 0.345 1.161 1.611 0.234
H -0.797 -1.977 0.141 0.211
F -1.885 0.688 -0.813 -0.322
C 0.915 -0.963 -0.572 -0.333
H -0.337 2.107 0.211 0.246
```

Values from the calculation:
- Highest occupied orbital energy: -8.7 eV
- LUMO energy: 0.23 eV
- SMILES: FN1C=CSC1

---

#Q
Here is a single C3H4FNS molecule from the Open Molecules 2025 dataset. Energies are from ωB97M-V with the def2-TZVPD basis set.

```
10
Properties=species:S:1:pos:R:3:nbo_charge:R:1
H 1.015 1.324 1.232 0.261
C 1.329 0.440 0.516 -0.347
S 0.112 -0.915 1.321 0.143
H -1.816 0.355 -1.632 0.225
H -2.093 -1.233 0.726 0.254
C -1.339 -0.674 0.339 -0.444
F 1.273 -0.071 -1.757 -0.282
H 2.159 -0.157 0.621 0.236
C -1.550 0.112 -0.658 -0.020
N 0.910 0.819 -0.708 -0.027
```

Values from the calculation:
- Highest occupied orbital energy (spin up / spin down): -8.3 / -9.0 eV
- LUMO energy (spin up / spin down): -1.29 / -0.30 eV

---

Short version: #P, #Q, most stable first.